The following is a quantum chemistry calculation of 2 unconnected molecules or ions with the total composition CH6N3O, from the OMol25 dataset.

Cartesian coordinates (Å):
C (-0.530, 0.097, 0.807)
N (-3.029, -0.920, -0.264)
N (0.537, 0.648, 0.395)
N (1.303, 0.098, -0.580)
O (-2.396, 0.030, -0.631)
H (-1.065, 0.614, 1.639)
H (-0.891, -0.837, 0.438)
H (0.933, 1.448, 0.897)
H (-4.004, -1.022, -0.818)
H (0.829, -0.819, -0.873)
H (2.163, 0.437, -0.971)

Its spin multiplicity is 1. Its calculated total energy is -7640.34138 eV. The charge is +1. The calculation puts the HOMO energy at -13.89 eV. The calculation puts the LUMO energy at -4.7 eV. Its energy relative to the best compared isomer or geometry (same formula, charge and spin) is 97.9 kcal/mol.

Löwdin population analysis, charges in e, atoms 1 to 5: number 1, C, carries 0.084; number 2, N, carries 0.073; number 3, N, carries -0.039; number 4, N, carries 0.098; number 5, O, carries -0.085

The following is a quantum chemistry calculation of 4 unconnected molecules or ions with the total composition C3H9NOS, from the OMol25 dataset.

Cartesian coordinates (Å):
C (-2.752, -0.043, -1.523)
C (-0.033, -0.873, 1.553)
C (-1.605, -0.179, -2.103)
N (1.281, -0.241, 1.519)
O (2.116, -1.462, -0.628)
S (2.381, -0.501, 0.469)
H (4.273, 3.386, 1.351)
H (-2.835, 0.516, -0.628)
H (-3.655, -0.369, -2.087)
H (0.044, -1.655, 2.237)
H (-0.375, -1.042, 0.480)
H (-0.743, -0.105, 1.916)
H (-0.757, 0.370, -1.555)
H (-1.510, -0.657, -3.029)
H (4.170, 2.856, 2.025)

Its spin multiplicity is 1. Its calculated total energy is -17626.21113 eV. The calculation puts the HOMO energy at -10.43 eV. The calculation puts the LUMO energy at -0.4 eV. Its energy relative to the best compared isomer or geometry (same formula, charge and spin) is 92.1 kcal/mol.

Löwdin population analysis, charges in e, atoms 1 to 5: number 1, C, carries -0.100; number 2, C, carries -0.174; number 3, C, carries -0.094; number 4, N, carries -0.403; number 5, O, carries -0.534

The following is a quantum chemistry calculation of 2 unconnected molecules or ions with the total composition C5H12, from the OMol25 dataset.

Cartesian coordinates (Å):
C (1.775, -1.270, 0.231)
C (3.075, -2.020, 0.144)
H (1.188, -1.575, 1.114)
H (1.705, -0.152, 0.391)
H (1.101, -1.378, -0.757)
H (3.891, -1.690, 0.865)
H (3.376, -2.139, -0.876)
H (2.832, -3.138, 0.565)
C (-1.799, 0.994, 1.060)
C (-1.340, 1.251, -0.299)
C (-2.177, 1.520, -1.365)
H (-2.477, 1.808, 1.321)
H (-1.115, 0.795, 1.808)
H (-2.370, 0.159, 0.801)
H (-0.301, 1.069, -0.273)
H (-2.039, 2.429, -1.937)
H (-2.999, 0.965, -1.646)

Its spin multiplicity is 1. Its calculated total energy is -5375.57349 eV. The calculation puts the HOMO energy at -7.94 eV. As for the structure (SMILES): C=CC.CC. The calculation puts the LUMO energy at 0.8 eV. Its energy relative to the best compared isomer or geometry (same formula, charge and spin) is 100.7 kcal/mol.

Löwdin population analysis, charges in e, atoms 1 to 5: number 1, C, carries -0.237; number 2, C, carries -0.202; number 3, H, carries 0.052; number 4, H, carries 0.056; number 5, H, carries 0.109

The following is a quantum chemistry calculation of a molecular structure, C45H73Cl3F2GeN3OP3SiV, from the OMol25 dataset.

Cartesian coordinates (Å):
V (0.605, -0.676, 1.880)
C (0.728, -1.523, 4.502)
P (-1.114, -1.486, 4.226)
C (-1.207, -0.065, 2.996)
N (-0.321, 0.930, 3.140)
C (-0.625, 2.142, 2.567)
C (0.128, 3.283, 2.909)
C (-0.230, 4.498, 2.393)
C (-1.312, 4.608, 1.489)
C (-2.027, 3.501, 1.122)
C (-1.708, 2.248, 1.683)
N (-2.440, 1.146, 1.332)
C (-2.247, 0.038, 1.980)
P (-3.101, -1.528, 1.361)
C (-2.936, -1.169, -0.421)
C (-4.934, -1.329, 1.609)
C (-5.185, -1.147, 3.103)
C (-5.515, -0.143, 0.831)
C (-5.553, -2.646, 1.128)
C (-1.649, -0.656, 5.825)
C (-1.735, -1.814, 6.830)
C (-0.679, 0.413, 6.336)
C (-3.032, -0.044, 5.628)
H (1.188, -0.531, 4.486)
H (1.244, -2.207, 3.821)
H (0.885, -1.946, 5.494)
H (0.944, 3.180, 3.612)
H (0.307, 5.389, 2.692)
H (-1.580, 5.579, 1.095)
H (-2.849, 3.559, 0.420)
H (-3.127, -0.113, -0.614)
H (-3.651, -1.787, -0.962)
H (-1.933, -1.436, -0.747)
H (-4.840, -0.171, 3.447)
H (-4.693, -1.927, 3.688)
H (-6.257, -1.209, 3.302)
H (-4.919, 0.761, 0.949)
H (-6.517, 0.069, 1.213)
H (-5.611, -0.366, -0.232)
H (-5.188, -3.497, 1.706)
H (-5.356, -2.836, 0.072)
H (-6.637, -2.596, 1.254)
H (-0.787, -2.343, 6.943)
H (-2.494, -2.540, 6.535)
H (-2.007, -1.420, 7.811)
H (0.246, -0.018, 6.720)
H (-1.151, 0.947, 7.165)
H (-0.433, 1.150, 5.572)
H (-3.763, -0.794, 5.334)
H (-3.026, 0.758, 4.884)
H (-3.368, 0.389, 6.572)
O (0.017, 0.465, -0.751)
N (0.194, -0.134, 0.335)
C (5.092, -1.646, -0.361)
Si (5.427, -0.806, 1.208)
C (5.515, -1.780, 2.727)
C (5.817, 0.941, 1.221)
C (6.344, 1.526, 2.382)
C (6.586, 2.888, 2.435)
C (6.288, 3.680, 1.336)
C (5.772, 3.117, 0.172)
C (5.550, 1.756, 0.108)
H (6.022, -1.803, -0.918)
H (4.420, -1.041, -0.971)
H (4.625, -2.615, -0.188)
H (6.435, -2.373, 2.747)
H (4.666, -2.467, 2.763)
H (5.495, -1.147, 3.613)
H (6.574, 0.916, 3.247)
H (6.995, 3.331, 3.332)
H (6.463, 4.747, 1.381)
H (5.545, 3.746, -0.679)
H (5.156, 1.324, -0.803)
Cl (2.015, -2.461, 1.293)
Ge (-0.610, -3.031, 1.619)
Cl (-0.843, -3.913, -0.387)
Cl (-0.308, -4.815, 2.778)
F (2.986, 0.442, 0.602)
C (2.257, 0.640, 1.796)
F (3.190, 0.239, 2.775)
H (2.172, 1.724, 1.896)
C (-3.165, -1.706, -5.393)
C (-3.678, -0.693, -4.374)
C (-2.514, 0.116, -3.773)
C (-1.220, -0.734, -3.713)
C (-1.605, -2.205, -3.449)
C (-2.296, -2.768, -4.700)
P (0.024, -0.045, -2.580)
C (0.181, 1.746, -2.847)
C (-0.997, 2.597, -2.310)
C (-0.514, 4.048, -2.160)
C (0.443, 4.453, -3.297)
C (0.165, 3.627, -4.550)
C (0.483, 2.140, -4.315)
C (1.662, -0.745, -2.909)
C (1.916, -2.086, -2.182)
C (3.119, -2.781, -2.810)
C (2.777, -3.258, -4.231)
C (1.796, -2.302, -4.934)
C (1.963, -0.868, -4.435)
H (-2.589, -1.180, -6.160)
H (-4.000, -2.184, -5.903)
H (-4.222, -1.219, -3.585)
H (-4.379, -0.004, -4.843)
H (-2.784, 0.458, -2.773)
H (-2.340, 1.001, -4.385)
H (-0.682, -0.689, -4.668)
H (-2.277, -2.245, -2.598)
H (-0.743, -2.819, -3.195)
H (-2.910, -3.619, -4.404)
H (-1.546, -3.144, -5.399)
H (1.048, 1.983, -2.223)
H (-1.348, 2.226, -1.348)
H (-1.831, 2.555, -3.006)
H (-0.021, 4.165, -1.193)
H (-1.384, 4.707, -2.162)
H (1.484, 4.310, -2.995)
H (0.320, 5.512, -3.521)
H (0.766, 3.983, -5.386)
H (-0.883, 3.749, -4.836)
H (1.539, 1.963, -4.525)
H (-0.100, 1.537, -5.015)
H (2.328, 0.005, -2.467)
H (1.056, -2.751, -2.271)
H (2.057, -1.903, -1.116)
H (3.419, -3.629, -2.195)
H (3.967, -2.090, -2.848)
H (2.340, -4.256, -4.188)
H (3.694, -3.336, -4.816)
H (0.767, -2.631, -4.774)
H (1.966, -2.322, -6.010)
H (1.353, -0.191, -5.028)
H (2.998, -0.555, -4.589)

Its spin multiplicity is 2. Its expectation value of S² is 1.047. Its calculated total energy is -215305.85312 eV. The charge is +2. The calculation puts the HOMO energy (spin up / spin down) at -12.46 / -12.45 eV. The calculation puts the LUMO energy (spin up / spin down) at -6.2 / -6.0 eV. Its energy relative to the best compared isomer or geometry (same formula, charge and spin) is 1.0 kcal/mol.

Löwdin population analysis, charges in e, atoms 1 to 5: number 1, V, carries 0.308; number 2, C, carries -0.280; number 3, P, carries 0.980; number 4, C, carries -0.535; number 5, N, carries 0.049

The following is a quantum chemistry calculation of a gas-phase ion, C3H5N3 (charge +2), from the OMol25 dataset.

Cartesian coordinates (Å):
C (-0.536, 1.167, -0.026)
C (-0.493, -0.975, -0.158)
C (2.098, 0.134, 0.026)
N (-1.751, 0.725, 0.116)
N (-1.737, -0.571, -0.020)
N (0.294, 0.081, 0.037)
H (-0.422, 2.304, 0.070)
H (-0.046, -2.079, -0.217)
H (2.607, 0.255, 0.908)
H (2.649, -0.015, -0.933)
H (-2.661, -1.026, 0.199)

Its spin multiplicity is 1. Its calculated total energy is -7635.59455 eV. The charge is +2. The calculation puts the HOMO energy at -20.79 eV. As for the structure (SMILES): C=[N+]1C=N[NH+]=C1. The calculation puts the LUMO energy at -15.2 eV. Its energy relative to the best compared isomer or geometry (same formula, charge and spin) is 115.5 kcal/mol.

Löwdin population analysis, charges in e, atoms 1 to 5: number 1, C, carries -0.061; number 2, C, carries -0.027; number 3, C, carries 0.780; number 4, N, carries 0.149; number 5, N, carries 0.124

The following is a quantum chemistry calculation of a gas-phase ion, C5H6FN2O2 (charge -1), from the OMol25 dataset.

Cartesian coordinates (Å):
C (-0.675, -1.770, 1.943)
C (-0.694, -0.434, -0.382)
C (0.533, 0.640, -0.739)
C (-0.264, -1.583, 0.465)
C (0.121, 2.079, -1.002)
N (1.571, 0.594, 0.228)
N (1.712, -0.092, 1.175)
O (-0.081, -2.692, 2.540)
O (-1.523, -0.944, 2.365)
F (0.406, -2.602, -0.135)
H (-1.508, 0.109, 0.199)
H (-0.950, -0.743, -1.493)
H (1.089, 0.073, -1.679)
H (-0.627, 2.257, -1.869)
H (0.996, 2.522, -1.474)
H (-0.106, 2.585, -0.142)

Its spin multiplicity is 1. Its calculated total energy is -15072.80324 eV. The charge is -1. The calculation puts the HOMO energy (spin up / spin down) at -3.52 / -4.03 eV. The calculation puts the LUMO energy (spin up / spin down) at 3.4 / 3.4 eV. Its energy relative to the best compared isomer or geometry (same formula, charge and spin) is 52.0 kcal/mol.

Löwdin population analysis, charges in e, atoms 1 to 5: number 1, C, carries -0.737; number 2, C, carries -0.101; number 3, C, carries -0.394; number 4, C, carries -0.212; number 5, C, carries -0.088

Quick rundown of strongest force on any atom, same order as above: 3.8, 3.9, 3.7, 3.1, 6.7, 4.6 eV/A